[1]
{
  "formula": "C5H10O",
  "method": "ωB97M-V/def2-TZVPD",
  "relative_energy_ev": 0.5954,
  "e_homo_ev": -9.467,
  "smiles": "C1=CCCC1.O",
  "species": ["O", "C", "C", "C", "C", "C", "H", "H", "H", "H", "H", "H", "H", "H", "H", "H"],
  "coordinates": [[2.020, -0.753, -1.785], [-0.919, -0.301, -0.858], [-0.550, 1.108, -0.462], [0.148, 0.910, 0.901], [-0.338, -0.459, 1.422], [-0.797, -1.153, 0.161], [2.432, -0.106, -1.199], [-1.272, -0.560, -1.852], [0.099, 1.597, -1.197], [-1.457, 1.722, -0.377], [-0.048, 1.726, 1.602], [1.234, 0.869, 0.748], [0.447, -1.004, 1.959], [-1.181, -0.359, 2.119], [1.225, -1.027, -1.304], [-1.042, -2.210, 0.123]]
}

***

[2]
{
  "formula": "C43H71F6N5O11PS",
  "method": "ωB97M-V/def2-TZVPD",
  "total_charge": 1,
  "e_homo_ev": -11.228,
  "species": ["C", "C", "O", "C", "C", "O", "C", "C", "C", "C", "C", "S", "O", "O", "O", "C", "N", "C", "C", "C", "C", "F", "F", "C", "F", "F", "F", "C", "C", "C", "C", "C", "C", "C", "C", "C", "F", "C", "C", "O", "O", "C", "P", "O", "O", "O", "O", "H", "H", "H", "H", "H", "H", "H", "H", "H", "H", "H", "H", "H", "H", "H", "H", "H", "H", "H", "H", "H", "H", "H", "H", "H", "H", "H", "H", "H", "H", "H", "H", "H", "H", "H", "H", "H", "H", "H", "H", "H", "H", "H", "C", "C", "C", "C", "N", "H", "H", "H", "H", "H", "H", "H", "C", "C", "C", "C", "N", "H", "H", "H", "H", "H", "H", "H", "C", "C", "C", "C", "N", "H", "H", "H", "H", "H", "H", "H", "C", "C", "C", "C", "N", "H", "H", "H", "H", "H", "H", "H"],
  "coordinates": [[4.082, 4.469, -0.618], [3.753, 4.116, -2.062], [3.370, 2.754, -2.164], [2.200, 2.507, -2.905], [0.949, 2.691, -2.083], [0.898, 1.667, -1.092], [-0.355, 1.134, -0.791], [-1.354, 2.209, -0.374], [-2.511, 1.787, 0.524], [-3.165, 2.984, 1.235], [-3.757, 2.573, 2.586], [-2.442, 2.313, 3.745], [-1.955, 0.962, 3.606], [-1.540, 3.417, 3.682], [-3.245, 2.381, 5.105], [-0.123, 0.135, 0.340], [0.847, -0.962, -0.005], [0.903, -1.999, 1.121], [-0.198, -3.056, 1.318], [-1.149, -2.701, 2.468], [-0.497, -2.910, 3.836], [0.825, -3.228, 3.727], [-0.567, -1.759, 4.554], [-1.130, -3.990, 4.735], [-0.608, -3.930, 5.956], [-0.912, -5.220, 4.244], [-2.455, -3.809, 4.815], [2.304, -0.426, -0.050], [2.792, 0.163, 1.252], [2.482, 1.494, 1.558], [2.931, 2.087, 2.726], [3.720, 1.358, 3.604], [4.063, 0.054, 3.286], [3.617, -0.568, 2.121], [4.076, -1.980, 1.870], [0.436, -1.565, -1.345], [1.537, -1.516, -2.156], [-0.792, -0.903, -2.055], [-2.077, -1.511, -1.467], [-3.134, -0.595, -1.632], [-4.169, -0.983, -0.716], [-0.661, -1.222, -3.539], [-2.047, -0.740, -4.588], [-2.523, 0.633, -4.409], [-1.408, -1.113, -5.991], [-3.183, -1.852, -4.434], [-0.837, 0.494, -1.956], [4.483, 3.586, -0.123], [3.193, 4.796, -0.082], [4.824, 5.262, -0.572], [2.937, 4.754, -2.408], [4.629, 4.293, -2.688], [2.125, 3.149, -3.789], [2.260, 1.479, -3.268], [0.075, 2.688, -2.733], [0.994, 3.659, -1.576], [-0.788, 2.993, 0.132], [-1.768, 2.646, -1.283], [-3.274, 1.262, -0.045], [-2.173, 1.121, 1.311], [-3.966, 3.405, 0.631], [-2.425, 3.762, 1.405], [-4.282, 1.621, 2.520], [-4.416, 3.331, 3.000], [-3.154, 1.528, 5.556], [0.209, 0.614, 1.255], [-1.071, -0.338, 0.563], [1.024, -1.419, 2.032], [1.840, -2.520, 0.950], [0.314, -3.971, 1.611], [-0.749, -3.317, 0.434], [-2.061, -3.294, 2.402], [-1.464, -1.660, 2.450], [2.915, -1.280, -0.316], [2.365, 0.298, -0.845], [1.902, 2.080, 0.866], [2.681, 3.116, 2.937], [4.082, 1.816, 4.511], [4.701, -0.504, 3.958], [4.954, -2.194, 2.472], [3.317, -2.703, 2.178], [4.309, -2.180, 0.826], [0.225, -2.621, -1.200], [-2.310, -2.466, -1.952], [-1.975, -1.714, -0.412], [-4.282, -1.940, -0.854], [0.158, -0.652, -3.973], [-0.476, -2.288, -3.673], [-1.986, -1.647, -6.558], [-3.969, -1.399, -4.093], [1.575, 9.190, -3.889], [2.379, 7.897, -3.933], [1.508, 6.667, -4.220], [0.505, 6.450, -3.179], [-0.275, 6.288, -2.360], [0.837, 9.171, -3.087], [2.230, 10.043, -3.716], [1.048, 9.358, -4.830], [2.900, 7.753, -2.985], [3.141, 7.960, -4.711], [2.120, 5.765, -4.267], [1.005, 6.773, -5.182], [-3.335, -7.291, 2.877], [-4.794, -7.013, 2.539], [-4.995, -6.771, 1.036], [-4.196, -5.640, 0.578], [-3.529, -4.769, 0.258], [-2.709, -6.433, 2.633], [-3.213, -7.493, 3.940], [-2.958, -8.155, 2.327], [-5.144, -6.142, 3.096], [-5.422, -7.852, 2.836], [-6.041, -6.571, 0.800], [-4.686, -7.647, 0.464], [7.349, -0.700, 6.304], [8.443, 0.305, 6.638], [7.892, 1.702, 6.952], [7.158, 2.265, 5.821], [6.587, 2.707, 4.936], [6.803, -0.398, 5.408], [7.775, -1.685, 6.118], [6.633, -0.793, 7.123], [9.146, 0.377, 5.807], [9.009, -0.038, 7.505], [8.700, 2.389, 7.203], [7.214, 1.662, 7.807], [-6.319, -2.677, -5.762], [-6.691, -2.854, -7.227], [-5.840, -3.959, -7.866], [-4.424, -3.605, -7.739], [-3.319, -3.337, -7.627], [-5.259, -2.430, -5.690], [-6.890, -1.871, -5.301], [-6.488, -3.587, -5.183], [-6.511, -1.923, -7.765], [-7.750, -3.087, -7.337], [-6.077, -4.087, -8.922], [-6.001, -4.915, -7.367]]
}